Here is a molecular structure, C10H12GaO4PSTl in a non-equilibrium geometry from the Open Molecules 2025 dataset. Energies are from ωB97M-V with the def2-TZVPD basis set.

Properties
Maximum force ... 0.147 Eh/bohr
Frontier orbital gap ... 4.63 eV
HOMO ... -11.19 eV
E_tot ... -3525.6411 hartree

Structure (ORCA input):
```
! wB97M-V def2-TZVPD RIJCOSX def2/J DEFGRID3
* xyz 1 1
O 0.73858 0.47831 3.78234
C 1.34847 0.57814 2.75154
O 1.93023 1.74799 2.43133
C 1.42488 -0.64794 1.76909
C 2.09586 -0.29815 0.42297
Ga 0.78815 0.05446 -1.08869
P 0.89992 -1.82162 -2.57589
S 2.60119 -2.75299 -2.38330
C 1.57022 1.69298 -2.25528
O 0.81762 2.56077 -2.57158
O 2.73480 1.48933 -2.44939
C -1.10797 0.23479 -0.52978
C -1.57008 0.79544 0.66462
C -2.91511 0.84448 0.98112
C -3.86371 0.31888 0.10838
C -3.42710 -0.22212 -1.08976
C -2.07996 -0.26839 -1.40748
H 1.56308 2.04567 1.58326
H 2.09440 -1.43284 2.24030
H 0.44219 -1.09826 1.61858
H 2.70451 -1.14776 0.09931
H 2.80688 0.52841 0.51487
H -0.14934 -2.65586 -2.13100
H 0.58430 -1.44727 -3.90196
H -0.87072 1.21858 1.38358
H -3.27936 1.26705 1.91041
H -4.90964 0.33904 0.38583
H -4.12105 -0.65791 -1.80094
H -1.77107 -0.70780 -2.35209
Tl 2.91982 -1.03543 3.88960
*
```


Here is C7H8O in the gas phase in a non-equilibrium geometry from the Open Molecules 2025 dataset. Energies are from ωB97M-V with the def2-TZVPD basis set.

Properties
Maximum force ... 0.052 Eh/bohr
SMILES ... C=c1cco/c1=C/C
Relative energy (zero: lowest compared OMol25 entry of this formula, charge and spin) ... 189.7 kJ/mol
Frontier orbital gap ... 8.39 eV
HOMO ... -7.74 eV
E_tot ... -346.7033 hartree

Structure (ORCA input):
```
! wB97M-V def2-TZVPD RIJCOSX def2/J DEFGRID3
* xyz 0 1
C -0.22560 2.04096 -0.01560
C 0.41838 0.85688 0.02785
C 1.82341 0.66206 -0.00909
C 2.03872 -0.67504 -0.01843
O 0.87825 -1.41022 0.00234
C -0.17548 -0.52490 0.00173
C -1.39956 -0.96725 0.01965
C -2.64301 -0.12331 -0.01105
H 0.33167 2.97914 0.01793
H -1.33653 2.13695 0.02858
H 2.58453 1.43269 0.01874
H 2.95897 -1.25214 -0.01991
H -1.59547 -2.03363 0.02604
H -3.61949 -0.65393 -0.08487
H -2.71439 0.54768 -0.87645
H -2.65639 0.50862 0.90085
*
```